Entry from OMol25: a 2-piece molecular cluster, C7H6I3O3 overall in a non-equilibrium geometry (the ωB97M-V functional and the def2-TZVPD basis).

Each atom is followed by the atoms it is bonded to, with distances in Å.
Element x y z (Å)
1 C -3.111 -0.387 0.156  I10 2.047, C13 1.476, C14 1.467
2 H -1.421 0.831 2.078  C19 1.139
3 H -1.619 1.505 -1.023  C11 1.119
4 H 1.209 -1.311 0.300  C8 1.028
5 H 1.211 0.513 1.458  O18 0.957
6 I 3.726 1.046 0.401  no bonds
7 C -0.619 -0.483 0.406  C8 1.496, C13 1.438, C19 1.354
8 C 0.539 -0.976 -0.404  H4 1.028, C7 1.496, H9 1.001, H16 1.077
9 H 0.337 -1.726 -1.035  C8 1.001
10 I -4.744 -1.614 0.279  C1 2.047
11 C -2.423 1.921 -0.365  H3 1.119, C14 1.470, I17 2.087
12 O -4.514 1.412 0.757  C14 1.253
13 C -1.844 -1.134 0.028  C1 1.476, C7 1.438, O15 1.212
14 C -3.441 1.041 0.226  C1 1.467, C11 1.470, O12 1.253
15 O -1.860 -2.294 -0.323  C13 1.212
16 H 1.159 -0.302 -0.970  C8 1.077
17 I -2.474 3.978 -0.023  C11 2.087
18 O 0.576 0.769 2.127  H5 0.957, C19 1.397
19 C -0.585 0.336 1.482  H2 1.139, C7 1.354, O18 1.397

- E: -37799.3352 eV
- HOMO (spin up / spin down): -4.109 / -4.108 eV
- LUMO (spin up / spin down): 0.3 / 0.0 eV
- Max |F|: 3.74 eV/Å
- Total charge: -1
- Kohn-Sham gap (spin up / spin down): 4.39 / 4.07 eV